Record 1
Below is an isolated ion of composition C5H12NO2 and charge -1, with properties calculated with the ωB97M-V functional and the def2-TZVPD basis.

Properties
Total charge   -1
Orbital gap   5.7 eV
Calculated total energy   -402.8832 a.u.
SMILES   C[C@@H](CCO)NC[O-]

The geometry in XYZ format:
```
20
Properties=species:S:1:pos:R:3:forces:R:3
C -1.886 0.132 -0.202 1.3 2.2 -0.7
C -0.325 0.085 -0.069 -0.1 -2.4 -1.7
C 0.195 -0.462 1.268 -3.0 0.2 -0.6
C 1.524 0.106 1.563 1.1 0.4 1.7
O 1.726 0.059 3.008 0.2 0.5 -0.2
N 0.262 -0.752 -1.171 0.0 1.2 0.0
C 0.153 0.053 -2.482 -0.6 0.6 -1.6
O -0.730 1.069 -2.578 -0.1 -0.7 0.6
H -2.292 0.024 -1.229 0.9 0.4 0.5
H -2.463 -0.509 0.406 -0.3 -0.8 1.4
H -1.921 1.199 0.087 -1.6 -0.3 0.0
H 0.098 1.074 -0.238 -0.4 0.1 0.0
H -0.670 -0.259 2.042 2.1 -0.1 -0.9
H 0.268 -1.540 1.135 -0.1 -0.2 0.4
H 2.351 -0.475 1.162 -0.2 0.0 -0.4
H 1.661 1.170 1.277 -0.3 -0.6 -0.3
H 1.193 0.819 3.260 0.0 -0.2 0.7
H -0.280 -1.602 -1.236 -0.3 0.0 -0.1
H 1.143 0.493 -2.637 0.9 -0.3 0.1
H -0.009 -0.683 -3.366 0.4 0.0 1.2
```
Positions in Å, forces in eV/Å.

=====

Record 2
Below is a 2-piece molecular cluster, C5H12NO2 overall, with properties calculated with the ωB97M-V functional and the def2-TZVPD basis.

Properties
Total charge   -1
Orbital gap   8.5 eV
Calculated total energy   -403.0174 a.u.

The geometry in XYZ format:
```
20
Properties=species:S:1:pos:R:3:forces:R:3
C 0.587 -1.001 1.075 1.1 -0.3 -1.1
C -0.079 0.254 1.530 -1.0 -0.8 1.2
C 0.380 1.482 0.814 0.1 0.4 -1.0
C -1.578 0.153 1.408 -1.1 0.2 -0.7
H 0.150 -1.923 1.441 -0.3 -0.1 0.1
H 0.589 -0.985 -0.011 -0.3 -0.4 -0.2
H 1.652 -1.034 1.309 0.1 0.2 0.3
H 0.030 0.270 2.604 0.7 0.6 0.7
H -0.265 2.310 1.128 0.2 0.2 -0.1
H 0.278 1.325 -0.315 0.3 0.4 1.8
H 1.417 1.718 1.083 -0.1 0.1 -0.3
H -2.033 -0.750 1.840 0.3 0.1 0.1
H -2.042 1.036 1.889 0.0 -0.3 -0.2
H -1.822 0.163 0.339 -0.2 0.0 0.1
N 0.616 -1.143 -3.052 0.1 -0.8 -0.5
C 0.327 -0.056 -2.198 -1.0 0.2 -0.5
O -0.883 0.086 -1.869 0.4 -0.2 -0.1
O 1.305 0.637 -1.881 0.7 0.3 0.1
H -0.154 -1.459 -3.632 0.3 0.2 0.2
H 1.525 -1.080 -3.501 -0.5 0.0 0.1
```
Positions in Å, forces in eV/Å.

=====

Record 3
Below is a 2-piece molecular cluster, C5H12NO2 overall, with properties calculated with the ωB97M-V functional and the def2-TZVPD basis.

Properties
Total charge   -1
Orbital gap   7.1 eV
Calculated total energy   -402.7926 a.u.

The geometry in XYZ format:
```
20
Properties=species:S:1:pos:R:3:forces:R:3
C -0.030 -1.681 1.021 0.2 -3.1 0.3
N -0.223 -0.470 1.799 -0.6 1.8 -2.7
C -0.041 0.398 0.791 0.0 0.2 1.8
C -1.202 1.040 0.069 -0.1 0.6 -1.7
O -0.937 1.427 -1.282 0.5 -0.6 0.8
C 1.350 0.795 0.351 0.2 -1.0 -2.1
O 1.450 1.223 -0.978 -0.1 0.0 0.6
C -0.530 -2.077 -0.435 0.6 -0.3 0.6
H 1.002 -2.107 1.032 0.0 0.6 -0.1
H -0.584 -2.463 1.541 0.0 0.1 0.7
H 0.660 -0.657 -3.866 0.0 -0.1 0.0
H 0.752 -0.582 -3.132 0.0 0.1 0.0
H -1.512 1.933 0.643 0.0 -0.2 0.3
H -2.055 0.357 0.022 0.0 -0.2 0.7
H 0.185 1.250 -1.349 -0.2 0.8 0.2
H 1.949 -0.129 0.430 0.0 -0.1 0.6
H 1.780 1.466 1.105 -0.2 0.3 0.2
H -1.582 -1.911 -0.669 0.1 0.4 0.1
H 0.137 -1.794 -1.253 -0.3 0.5 0.1
H -0.401 -3.163 -0.329 -0.2 0.0 -0.4
```
Positions in Å, forces in eV/Å.

=====

Record 4
Below is an isolated molecule of C5H12NO2, with properties calculated with the ωB97M-V functional and the def2-TZVPD basis.

Properties
Orbital gap (alpha / beta)   10.4 / 7.6 eV
2S+1   2
<S²>   0.757
Calculated total energy   -402.8175 a.u.

The geometry in XYZ format:
```
20
Properties=species:S:1:pos:R:3:forces:R:3
C 0.218 0.177 2.442 -0.9 0.5 -0.2
N 0.599 -0.702 1.347 0.1 -0.3 -0.1
C 0.387 -0.056 0.083 2.1 0.8 -1.4
C -1.017 -0.080 -0.442 -0.3 -0.5 -1.6
C -1.318 1.037 -1.413 -0.7 1.1 0.0
O -1.325 -1.318 -1.126 0.3 0.1 0.2
C 1.498 -0.536 -1.119 -1.4 -2.2 1.3
O 2.199 0.520 -1.433 0.4 0.6 -0.3
H -0.870 0.169 2.497 -0.2 -0.2 0.3
H 0.610 -0.115 3.409 0.2 -0.3 -0.1
H 0.424 1.247 2.272 0.6 -0.2 -0.1
H 1.537 -1.059 1.426 0.2 0.2 0.1
H 0.854 0.935 0.038 -1.1 0.7 0.9
H -1.755 -0.012 0.338 0.0 0.1 0.8
H -0.538 1.365 -2.105 0.2 -0.5 0.1
H -2.218 0.798 -1.982 0.2 -0.3 -0.2
H -1.636 1.939 -0.873 0.3 -0.1 0.2
H -0.634 -1.951 -0.911 -0.2 -0.2 0.1
H 0.952 -1.052 -1.923 0.1 0.4 -0.1
H 2.030 -1.306 -0.521 0.3 0.2 -0.2
```
Positions in Å, forces in eV/Å.

=====

So what do the calculations give for energy relative to the best compared isomer or geometry (same formula, charge and spin)? Going down the list: 3.981, 0.328, 6.444, 2.149 eV.